ORCA calculation (ωB97M-V/def2-TZVPD) on C44H108F6O16Zn as an isolated structure in a non-equilibrium geometry.

Relative energy (zero: lowest compared OMol25 entry of this formula, charge and spin): 193.9 kcal/mol
LUMO level: -4.3 eV
F_max: 3.7 eV/Å
E: -144852.060 eV

Geometry as ORCA input:
```
! wB97M-V def2-TZVPD RIJCOSX def2/J DEFGRID3
* xyz 0 1
Zn 1.9856 4.2904 3.1567
C -0.3790 2.1225 -0.1314
O 0.2669 0.9052 0.2957
O 0.0399 3.0514 0.8345
C -0.1668 2.5377 -1.6831
F 1.1221 2.6860 -1.9799
F -0.7220 1.7120 -2.5768
F -0.7593 3.7459 -1.9783
C -0.1499 -0.3296 -0.3130
C 0.4505 -1.5035 0.4523
H 0.2187 -2.5128 0.1120
H 1.5362 -1.5272 0.3590
H 0.2118 -1.4231 1.5128
H 0.0657 -0.2794 -1.3803
H -1.2217 -0.5280 -0.3015
H -1.4588 2.0078 -0.0361
C 1.9320 2.5777 6.2060
O 3.1636 3.1106 5.7126
O 0.9651 3.4213 5.5890
C 1.8915 1.0559 5.9905
F 2.8674 0.4894 6.5907
F 0.7762 0.4165 6.4062
F 2.0222 0.7566 4.6881
C 4.2732 3.0888 6.6263
C 5.5377 3.5690 5.8696
H 6.4458 3.6437 6.4678
H 5.7969 2.9338 5.0226
H 5.4780 4.6151 5.5691
H 4.4960 2.1208 7.0751
H 4.1264 3.7939 7.4445
H 1.8588 2.7897 7.2727
C -1.8356 5.1804 -8.5997
C -3.1073 4.3776 -8.2584
C -3.2745 3.9025 -6.8319
O -4.2257 5.1319 -8.6164
H -1.9791 5.6342 -9.5803
H -0.9636 4.5295 -8.6633
H -1.6545 6.0171 -7.9250
H -2.9970 3.5160 -8.9169
H -3.1982 4.6815 -6.0734
H -2.5171 3.1718 -6.5483
H -4.2826 3.5329 -6.6444
H -4.1852 5.3536 -9.5496
C 6.0253 -2.6349 2.4482
C 5.6656 -1.7045 3.5600
C 6.3717 -2.0146 4.8748
O 6.0889 -0.4336 3.1172
H 7.0951 -2.7448 2.2707
H 5.6239 -2.3312 1.4814
H 5.6353 -3.6401 2.6086
H 4.5778 -1.7708 3.5764
H 5.9564 -2.9726 5.1878
H 6.1821 -1.2210 5.5975
H 7.4216 -2.1069 4.5965
H 7.0109 -0.5036 2.8592
C -3.0997 7.3025 1.4938
C -3.8956 6.3974 2.4214
C -5.0035 5.6343 1.7152
O -2.9498 5.4766 2.9945
H -3.8006 8.0703 1.1664
H -2.7330 6.8984 0.5502
H -2.3338 7.8022 2.0868
H -4.2836 7.0711 3.1855
H -4.6137 5.1499 0.8200
H -5.8386 6.3005 1.4985
H -5.3974 4.8647 2.3790
H -2.4873 4.9979 2.3029
C 1.7800 -5.5404 5.0489
C 0.7292 -5.8150 6.0881
C 0.1461 -4.6201 6.7984
O -0.3127 -6.6651 5.6168
H 2.4823 -4.8498 5.5156
H 1.3396 -5.0385 4.1874
H 2.3218 -6.4596 4.8265
H 1.2210 -6.4499 6.8250
H 0.9340 -3.9075 7.0426
H -0.3111 -4.8184 7.7678
H -0.5369 -4.0378 6.1800
H -0.0468 -7.0326 4.7707
C -4.6191 -5.6296 2.4968
C -5.2879 -4.6380 1.5434
C -4.3482 -4.3684 0.3844
O -6.4451 -5.3026 1.0766
H -4.4624 -6.5861 1.9980
H -5.2755 -5.7915 3.3518
H -3.6929 -5.1866 2.8628
H -5.4810 -3.6639 1.9928
H -4.6454 -3.6414 -0.3714
H -4.1895 -5.2937 -0.1694
H -3.4112 -3.9321 0.7305
H -6.1977 -6.2015 0.8477
C 2.3338 -7.0616 -4.0627
C 1.7763 -5.9242 -4.8188
C 1.2193 -4.8055 -3.9104
O 2.8358 -5.2532 -5.5424
H 3.2005 -6.8051 -3.4535
H 2.7341 -7.8291 -4.7252
H 1.5975 -7.4398 -3.3536
H 1.0013 -6.2334 -5.5201
H 0.4880 -5.1890 -3.1988
H 0.7646 -3.9786 -4.4559
H 2.0240 -4.3283 -3.3512
H 3.6336 -5.5579 -5.1037
C 3.3338 -0.0505 -5.5418
C 1.9388 -0.0662 -6.1513
C 1.5144 1.2172 -6.8326
O 1.9015 -1.1516 -7.0616
H 3.5208 0.8445 -4.9483
H 4.0512 -0.0550 -6.3624
H 3.3834 -0.9653 -4.9513
H 1.2452 -0.2814 -5.3384
H 2.2015 1.4364 -7.6499
H 1.5224 2.0653 -6.1479
H 0.5511 1.1023 -7.3295
H 2.2325 -1.8919 -6.5478
C -0.6782 -8.0896 0.1683
C -0.6329 -9.4276 0.8613
C 0.0009 -10.5379 0.0090
O 0.0609 -9.4047 2.1110
H 0.2629 -7.6564 -0.1706
H -1.2689 -7.3282 0.6775
H -1.1712 -8.2744 -0.7862
H -1.6616 -9.7606 0.9986
H -0.0637 -11.4817 0.5504
H 1.0695 -10.3927 -0.1497
H -0.4990 -10.5881 -0.9583
H 0.8483 -9.9481 2.0322
C -5.9873 0.7520 -2.3133
C -7.4399 0.9352 -1.9628
C -8.2664 0.6043 -3.1550
O -7.7502 0.1371 -0.8714
H -5.7370 -0.2525 -2.6546
H -5.3886 0.8942 -1.4136
H -5.6406 1.4196 -3.1020
H -7.7047 1.9684 -1.7381
H -9.2849 0.3973 -2.8267
H -7.9434 -0.3107 -3.6516
H -8.3006 1.4003 -3.8989
H -8.0789 -0.6731 -1.2679
C 2.0100 7.3470 -4.8501
C 2.7127 8.2414 -3.8451
C 3.3078 7.4446 -2.6667
O 3.6992 9.0227 -4.4816
H 1.2886 6.7321 -4.3120
H 2.6357 6.6439 -5.3999
H 1.3614 7.8720 -5.5513
H 1.9776 8.9178 -3.4090
H 2.4843 7.0611 -2.0643
H 3.9325 8.0665 -2.0254
H 3.9130 6.5811 -2.9429
H 3.9897 9.6107 -3.7805
C 6.3792 4.1406 0.6525
C 4.9882 3.5068 0.3662
C 5.1528 2.2664 -0.5338
O 4.4263 3.0765 1.5728
H 6.8966 4.4131 -0.2674
H 6.9252 3.3783 1.2082
H 6.3626 5.0489 1.2549
H 4.3016 4.2227 -0.0856
H 4.2136 1.7266 -0.6545
H 5.8709 1.5710 -0.0992
H 5.4939 2.6087 -1.5109
H 4.9902 2.3420 1.8258
C -3.6986 -0.1996 3.5079
C -4.4777 1.0617 3.7841
C -6.0023 0.9025 3.8582
O -3.9710 1.6376 4.9713
H -3.9053 -0.4608 2.4701
H -4.0694 -0.9759 4.1772
H -2.6408 0.0521 3.5841
H -4.3102 1.7248 2.9354
H -6.3742 0.3926 2.9696
H -6.5904 1.8111 3.9875
H -6.2558 0.2813 4.7173
H -4.1265 0.9654 5.6389
*
```

Atomic partial charges in e from the Mulliken method, atoms 1 to 5: 1.136 -0.003 -0.126 -0.666 0.701